# C3H3NS

One molecule with the formula C3H3NS (ωB97M-V/def2-TZVPD, the OMol25 dataset).

## Properties
HOMO-LUMO gap (alpha / beta) ... 7.12 / 7.68 eV
2S+1 ... 1
Electronic energy ... -568.9364 Ha

Cartesian coordinates (Å):
C  -1.376  0.340  -0.203
C  1.027  -1.005  0.059
C  -0.275  1.134  0.063
N  -2.323  -0.351  -0.324
S  1.256  0.563  -0.316
H  1.961  -1.689  -0.108
H  0.204  -1.271  0.776
H  -0.473  2.279  0.052